No. 1
DFT (wB97M-V/def2-TZVPD) results for C35H43BBr36F3IN3O5S2 as an isolated structure at a distorted geometry.

The geometry in XYZ format:
```
129
Properties=species:S:1:pos:R:3:forces:R:3
C 7.6851 -4.5639 0.0471 -0.14 -0.89 -0.33
C 6.1504 -5.1216 0.3617 -0.08 1.43 0.99
C 5.4691 -4.0232 1.4178 -0.09 -0.68 -1.20
C 5.2987 -2.5980 0.6187 -0.09 0.52 1.06
C 6.0662 -1.4145 1.5079 1.27 -1.56 -2.17
O 5.0781 -0.7500 2.3716 -1.04 3.72 -1.98
C 4.8166 0.6387 1.9616 6.08 3.40 1.92
O 5.7615 1.5724 2.2642 -6.80 -5.84 -2.34
C 3.4757 1.1402 1.1642 -2.20 0.27 -1.27
C 2.0426 1.0454 1.9989 0.50 1.88 -5.02
I 2.1384 0.1929 4.0207 -0.32 0.92 -2.02
C 0.7028 1.5975 1.2215 2.87 -0.78 0.89
C -0.7208 1.5125 2.0798 -0.29 -0.04 0.33
C -1.6409 0.1860 1.6526 0.78 0.10 -0.85
C -2.4391 -0.4898 2.9156 0.47 -1.36 -1.33
S -4.2921 -0.1673 2.5774 1.57 -1.19 -0.17
C -5.1663 -1.7548 2.1093 1.44 -2.90 0.02
S -5.8391 -2.7014 3.3957 2.93 0.03 -1.97
N -5.3847 -2.2968 0.7145 -0.28 -2.21 -4.02
C -5.9101 -1.6643 -0.5577 0.28 -2.97 -2.22
C -5.9544 -2.8248 -1.7606 1.35 0.62 6.02
N -5.4583 -4.1314 -1.1451 -1.18 6.83 4.26
C -5.1431 -3.7377 0.3020 -1.97 0.56 -2.95
N 0.7747 2.1271 -0.2275 3.96 -1.83 2.20
B -0.5832 2.5601 -0.8365 -3.07 2.25 -1.05
O -1.4259 1.7019 -1.6914 2.21 1.26 3.56
O -1.0485 3.9546 -0.5122 2.38 -4.02 0.70
C 2.0892 2.1829 -1.0361 1.17 -0.58 1.58
C 2.0144 2.7306 -2.6136 0.47 0.72 -0.12
C 1.4285 1.6425 -3.6772 -0.58 -0.40 -0.89
C 1.1107 0.1503 -3.1134 -0.01 -1.06 -0.97
C 2.3982 -0.8778 -3.0635 -1.10 -1.01 -0.76
O 2.8968 -1.1559 -1.6957 -1.09 1.40 -0.31
C 3.5563 1.7061 -0.3807 -4.22 -0.46 2.24
C 4.8949 1.8389 -1.3044 2.09 0.82 -1.11
F 6.1557 1.3293 -0.7425 -4.66 1.63 -1.70
F 4.7740 1.1689 -2.6550 0.21 2.54 4.63
F 5.1168 3.3213 -1.5043 -0.70 -4.93 0.32
H 7.7416 -3.9855 -0.9865 -0.13 -1.38 2.17
H 8.0713 -3.8237 0.8701 -0.76 -1.57 -1.42
H 8.3717 -5.5334 0.0115 -1.18 2.38 -0.06
H 5.5107 -5.0952 -0.6177 1.25 -0.44 1.85
H 6.1552 -6.1737 0.9017 0.06 2.14 -1.44
H 6.2288 -3.9655 2.3260 -1.86 0.12 -1.76
H 4.3958 -4.3657 1.7576 2.28 0.49 -0.44
H 4.1535 -2.2806 0.5177 2.48 -0.74 0.30
H 5.7080 -2.6499 -0.4814 -0.54 0.11 2.27
H 6.9210 -1.9034 2.1729 -2.10 1.23 -1.19
H 6.5954 -0.7152 0.7332 -1.14 -0.81 1.81
H -1.3486 2.5265 2.0303 1.43 -2.22 -0.31
H -0.5399 1.3670 3.2509 0.40 0.45 -2.75
H -2.4082 0.5325 0.8381 1.30 -0.69 1.67
H -0.9539 -0.6323 1.1200 -1.29 1.76 1.32
H -2.0998 -0.1145 3.9743 -0.86 -0.57 -2.13
H -2.2793 -1.6709 2.8493 -0.32 2.63 0.36
H -6.2377 -0.5401 -0.6779 0.89 -2.60 0.65
H -6.3231 -2.7284 -2.8718 0.86 -0.14 2.66
H -4.7524 -4.5801 1.0221 -1.25 2.31 -1.08
H -1.5978 0.8615 -1.1728 0.32 1.00 -1.14
H -0.5449 4.2704 0.3076 -0.80 -0.35 -1.85
H 1.3962 3.7493 -2.7029 1.13 -2.33 0.70
H 3.0900 3.0428 -3.0292 -2.19 -0.83 1.57
H 0.4477 2.0859 -4.1942 2.11 -0.98 1.38
H 2.2064 1.5192 -4.5720 -1.57 0.32 2.06
H 0.3455 -0.3453 -3.8855 1.63 1.18 1.73
H 0.5869 0.0856 -2.0711 0.90 0.39 -1.87
H 2.0109 -1.9291 -3.4760 0.83 2.26 0.87
H 3.2625 -0.5580 -3.8004 -1.60 -0.40 1.82
H 2.3091 -0.7204 -1.0044 0.94 -0.82 -1.63
C -8.6304 0.2518 2.9983 -0.96 1.27 0.02
Br -8.6853 1.4655 4.5176 -0.07 -0.12 -0.19
Br -6.9450 -0.7149 2.9046 -5.23 1.87 0.05
Br -10.1579 -0.9527 2.9787 0.57 0.18 0.08
H -8.6968 0.8671 2.0950 -0.13 -0.15 0.24
C 7.7247 -4.3362 -4.3178 0.31 0.07 -0.04
Br 7.6015 -4.4298 -6.2569 -0.03 0.01 0.55
Br 6.0467 -3.7712 -3.5122 0.26 -0.10 -0.19
Br 8.3699 -6.0041 -3.5522 -0.25 0.43 -0.23
H 8.4677 -3.5674 -4.0814 -0.35 -0.34 -0.10
C 5.8141 5.2830 1.4948 0.00 -0.23 -0.10
Br 7.1718 5.9883 0.2934 -0.37 -0.16 0.35
Br 6.4840 5.0903 3.3108 -0.15 0.10 -0.46
Br 4.1779 6.3334 1.4344 0.36 -0.21 0.03
H 5.5626 4.2786 1.1385 0.16 0.41 0.19
C 5.2412 0.9398 -6.0307 0.14 -0.19 0.19
Br 7.0119 0.5978 -6.7601 -0.55 0.13 0.18
Br 4.8673 2.8443 -5.9005 0.04 -0.41 -0.02
Br 3.8567 -0.0038 -7.0191 0.30 0.26 0.24
H 5.2333 0.5419 -5.0105 0.03 0.19 -0.45
C -11.2653 0.0176 -1.4009 0.01 0.05 -0.31
Br -11.3201 1.2313 0.1184 0.01 -0.22 -0.40
Br -9.5799 -0.9491 -1.4946 -0.38 0.14 0.16
Br -12.7928 -1.1869 -1.4205 0.39 0.32 0.12
H -11.3316 0.6329 -2.3042 0.03 -0.24 0.41
C -14.7253 -3.4672 -4.0968 0.10 0.00 0.19
Br -14.6407 -5.3602 -4.5369 -0.05 0.51 0.08
Br -13.9432 -2.3634 -5.4946 -0.22 -0.28 0.33
Br -16.5358 -2.9061 -3.6592 0.47 -0.14 -0.15
H -14.1188 -3.3207 -3.1969 -0.25 -0.07 -0.43
C 6.4448 9.2426 -2.4720 0.24 -0.03 0.12
Br 6.1030 10.8374 -1.4119 0.04 -0.44 -0.32
Br 4.8445 8.1571 -2.6835 0.33 0.26 0.04
Br 7.2590 9.6732 -4.1855 -0.28 -0.11 0.45
H 7.1697 8.6386 -1.9164 -0.36 0.26 -0.24
C 4.0275 6.1462 6.2793 0.26 0.10 -0.17
Br 2.6531 4.8076 6.6008 0.25 0.27 -0.05
Br 3.2614 7.8789 5.8382 0.17 -0.49 0.15
Br 5.2823 6.2656 7.7611 -0.41 -0.04 -0.40
H 4.5968 5.8161 5.4041 -0.29 0.14 0.37
C -1.4854 -5.1181 -1.6666 -0.10 -0.53 0.11
Br -0.5485 -3.4226 -1.8451 -0.10 -0.22 0.08
Br -0.2681 -6.5778 -1.2525 -0.15 0.37 -0.12
Br -2.9450 -5.0071 -0.3853 2.37 -0.39 -0.88
H -1.9319 -5.3408 -2.6413 0.20 0.15 0.42
C -0.5854 0.1372 7.3729 -0.25 -0.03 -0.06
Br 0.3515 1.8326 7.1944 -0.20 -0.37 0.08
Br 0.6319 -1.3225 7.7870 -0.18 0.46 -0.10
Br -2.0450 0.2482 8.6542 0.48 -0.04 -0.38
H -1.0319 -0.0856 6.3982 0.20 0.08 0.42
C -9.5913 3.8155 -2.5322 -0.12 0.13 0.24
Br -8.0332 2.6669 -2.3395 -0.36 0.26 -0.09
Br -9.0928 5.6449 -2.9665 -0.12 -0.53 0.06
Br -10.8708 3.0919 -3.8065 0.36 0.16 0.28
H -10.0908 3.8429 -1.5581 0.22 -0.06 -0.43
C -2.3349 -5.0173 5.2480 0.08 -0.21 0.07
Br -4.1633 -4.8841 4.5974 0.68 -0.43 0.24
Br -1.1101 -5.5961 3.8519 -0.37 0.24 0.31
Br -1.7443 -3.3663 6.0903 -0.14 -0.41 -0.24
H -2.3265 -5.7919 6.0219 -0.02 0.37 -0.32
```
Positions in Å, forces in eV/Å.

Results
E_HOMO, eV: -9.8908
Electronic energy, eV: -2611796.0311
Total charge: +1
Max |F|, eV Å⁻¹: 9.26


No. 2
DFT (wB97M-V/def2-TZVPD) results for C35H43BaN4O7S3Si as an isolated structure at a distorted geometry.

The geometry in XYZ format:
```
94
Properties=species:S:1:pos:R:3:forces:R:3
Ba -0.5933 -0.1836 -0.0408 0.86 0.04 0.52
N -1.3821 1.9300 1.5321 -0.39 0.78 -0.79
C -1.3352 2.8439 0.3167 -0.10 -0.37 0.31
C -2.1533 2.2571 -0.9030 1.11 -0.67 -0.04
O -3.3201 2.5978 -1.0383 -0.28 0.15 -0.02
O -1.4888 1.4056 -1.6304 -1.27 1.69 -0.13
H -2.2833 2.0154 1.9854 -0.01 0.08 -0.03
H -0.6567 2.1538 2.2080 0.00 0.05 -0.24
H -0.2854 2.9426 0.0088 -0.20 -0.05 0.17
H -1.7452 3.8292 0.5425 0.06 0.04 0.01
N -1.2464 -1.8453 2.2515 0.23 -0.51 -0.28
C -0.1164 -2.8038 2.0962 -0.30 0.02 0.33
C 0.1217 -3.2691 0.6432 -0.64 0.48 -0.58
O 0.8101 -4.2626 0.4499 0.21 -0.11 0.19
O -0.4365 -2.5401 -0.2644 0.37 -1.84 0.30
H -1.3436 -1.5518 3.2152 0.17 -0.02 0.05
H -2.1073 -2.3273 2.0112 0.00 0.05 -0.05
H -0.2526 -3.7037 2.7017 0.09 -0.02 0.00
H 0.7977 -2.3149 2.4390 0.00 0.05 -0.02
C 1.9190 -2.7497 -3.3433 0.08 0.33 0.27
C 2.0292 -1.3336 -3.9516 0.40 -0.60 -0.15
S 0.8569 -0.1352 -3.3315 -0.44 0.26 0.19
C -0.3558 0.0826 -4.6645 -0.28 0.00 -0.15
C -0.8705 -1.1575 -5.4076 0.47 0.39 -0.14
S -2.1800 -2.1372 -4.6824 -0.31 -0.14 0.02
C -1.4510 -2.8506 -3.2048 0.13 0.00 0.33
C -0.6003 -4.1013 -3.3341 -0.31 -0.06 0.06
S 0.9285 -3.9378 -4.2720 0.06 -0.13 -0.29
H 1.5413 -2.6943 -2.3185 -0.03 -0.07 -0.02
H 2.9183 -3.1847 -3.2804 -0.01 0.02 -0.04
H 1.9844 -1.3911 -5.0416 -0.03 0.09 0.03
H 3.0140 -0.9256 -3.7100 -0.01 -0.04 0.06
H 0.0790 0.7624 -5.4017 0.06 -0.06 0.00
H -1.1721 0.6236 -4.1795 0.01 -0.04 0.05
H -0.0347 -1.7989 -5.6809 -0.06 -0.08 -0.03
H -1.3209 -0.8191 -6.3455 0.03 0.05 0.02
H -2.2959 -3.0573 -2.5470 -0.07 -0.12 0.02
H -0.8765 -2.0950 -2.6868 0.09 0.20 0.07
H -1.1439 -4.8784 -3.8778 0.00 0.01 0.02
H -0.3922 -4.4724 -2.3268 0.14 0.06 -0.05
O -9.1631 0.1097 -0.2137 0.15 0.20 0.16
C -8.2962 0.7074 0.7629 -0.23 0.00 -0.04
N -7.9322 -0.2524 1.7415 0.50 -0.39 -0.08
C -6.7521 -0.9758 1.7973 -0.19 0.37 -0.28
O -6.4927 -1.6547 2.7668 0.01 -0.12 0.13
C -5.8061 -0.8511 0.6370 -0.30 -0.12 0.30
C -6.2088 -0.9652 -0.6863 -0.11 -0.07 -0.13
C -5.2535 -0.8640 -1.6791 0.02 0.05 0.14
C -3.9399 -0.6228 -1.3072 0.15 0.01 0.02
N -3.5327 -0.5379 -0.0353 -0.41 -0.15 -0.18
C -4.4607 -0.6753 0.9113 0.36 0.23 -0.13
H -9.4380 0.8165 -0.8084 -0.05 -0.08 -0.08
H -8.8233 1.5334 1.2480 0.01 -0.02 0.03
H -7.3921 1.0949 0.2935 0.00 0.01 -0.02
H -8.5706 -0.4796 2.4863 -0.07 0.10 0.02
H -7.2518 -1.1353 -0.9252 0.04 0.02 -0.01
H -5.5064 -0.9416 -2.7271 -0.01 -0.02 0.00
H -3.1924 -0.4816 -2.0807 0.11 0.05 0.11
H -4.1236 -0.6033 1.9402 0.00 -0.05 0.00
O 1.4456 0.5004 1.1728 1.25 0.48 0.36
Si 2.9120 1.0532 1.5561 -1.39 -0.57 -0.41
C 4.1337 -0.3465 1.7758 0.39 -0.21 0.10
C 5.4790 -0.1124 2.0953 -0.09 -0.11 0.00
C 6.3851 -1.1555 2.2256 -0.09 0.01 -0.03
C 5.9643 -2.4668 2.0272 0.07 0.00 0.02
C 4.6438 -2.7250 1.6959 -0.13 0.15 -0.02
C 3.7396 -1.6706 1.5745 0.16 -0.10 -0.04
C 3.6010 2.1639 0.2045 0.19 0.22 -0.34
C 3.2956 1.8612 -1.1289 -0.03 0.07 -0.01
C 3.7938 2.6108 -2.1859 -0.01 -0.01 0.16
C 4.6284 3.6918 -1.9300 0.03 0.03 -0.12
C 4.9517 4.0177 -0.6219 -0.11 -0.12 0.16
C 4.4368 3.2625 0.4299 0.02 -0.03 -0.10
C 2.9121 2.1085 3.1102 -0.09 0.39 0.23
C 3.4978 1.7580 4.3274 -0.08 0.09 0.01
C 3.4038 2.5889 5.4434 0.03 -0.14 -0.13
C 2.7187 3.7891 5.3605 -0.06 0.13 0.00
C 2.1240 4.1655 4.1596 0.06 -0.14 -0.01
C 2.2246 3.3339 3.0539 0.07 -0.11 0.13
H 5.8303 0.9054 2.2392 -0.03 0.01 0.00
H 7.4188 -0.9439 2.4722 0.01 -0.03 0.01
H 6.6709 -3.2829 2.1236 0.00 0.00 0.00
H 4.3023 -3.7381 1.5223 0.02 -0.01 0.01
H 2.7188 -1.8941 1.2887 -0.05 0.09 0.03
H 2.6292 1.0368 -1.3582 0.00 -0.03 0.11
H 3.5107 2.3510 -3.1988 0.03 0.03 -0.03
H 5.0202 4.2832 -2.7497 -0.01 0.00 0.00
H 5.5934 4.8641 -0.4084 0.01 0.01 -0.04
H 4.6893 3.5475 1.4460 -0.01 -0.03 0.02
H 4.0361 0.8203 4.4139 0.00 -0.01 -0.03
H 3.8680 2.2895 6.3755 0.00 0.02 0.01
H 2.6475 4.4371 6.2262 0.00 -0.01 0.01
H 1.5868 5.1029 4.0809 0.01 0.02 0.04
H 1.7623 3.6492 2.1226 0.02 -0.05 -0.03
```
Positions in Å, forces in eV/Å.

Results
E_HOMO, eV: -6.0670
Electronic energy, eV: -98371.9044
Total charge: -1
Max |F|, eV Å⁻¹: 2.12